A structure of composition C21H47N5O2P2Pd, computed with the ωB97M-V functional and the def2-TZVPD basis.

Last column: Löwdin charge in e.
Geometry (Å):
Pd (1.6214, 0.5148, -0.2868)  0.774
C (1.3166, -0.0512, -2.0502)  -0.132
O (1.1112, -0.4660, -3.1149)  0.209
C (0.9567, 2.1421, 0.4577)  -0.146
O (0.6108, 3.1927, 0.8064)  0.156
P (-2.6822, 0.8988, -1.4786)  1.100
C (-3.6737, 1.5764, -0.1220)  -0.507
H (-4.5584, 2.0384, -0.6033)  0.140
C (-2.1807, 2.1589, -2.6802)  -0.513
H (-1.3357, 2.6350, -2.1482)  0.106
C (-3.4702, -0.5799, -2.1948)  -0.503
H (-3.7273, -1.1973, -1.3162)  0.114
C (2.9002, -2.8361, 0.3933)  -0.509
P (2.7247, -1.0862, 0.9089)  1.061
H (3.4880, -1.3108, 3.1168)  0.142
H (2.0011, -3.2930, 0.8345)  0.109
C (4.3779, -0.3086, 0.6467)  -0.487
H (5.1172, -1.0742, 0.9236)  0.132
C (-1.6707, 1.6138, -4.0163)  -0.081
H (-2.4666, 1.1234, -4.5963)  0.094
H (-0.8214, 0.9299, -3.9082)  0.052
H (-1.3271, 2.4652, -4.6190)  0.110
C (-3.2605, 3.2142, -2.9366)  -0.068
H (-2.8550, 3.9676, -3.6283)  0.111
H (-3.5751, 3.7406, -2.0250)  0.081
H (-4.1368, 2.7694, -3.4288)  0.098
C (-4.7682, -0.2220, -2.9280)  -0.060
H (-5.4852, 0.2929, -2.2698)  0.092
H (-5.2528, -1.1456, -3.2742)  0.113
H (-4.5836, 0.4032, -3.8148)  0.086
C (-2.4723, -1.3892, -3.0355)  -0.087
H (-2.8687, -2.4022, -3.1869)  0.110
H (-1.4993, -1.4813, -2.5319)  0.054
H (-2.3129, -0.9417, -4.0240)  0.079
C (-4.1224, 0.4535, 0.8180)  -0.093
H (-4.7281, -0.3033, 0.3080)  0.084
H (-4.7438, 0.8819, 1.6137)  0.102
H (-3.2550, -0.0524, 1.2759)  0.070
C (-2.9161, 2.6496, 0.6721)  -0.103
H (-2.1660, 2.1879, 1.3277)  0.029
H (-3.6396, 3.1599, 1.3255)  0.108
H (-2.4140, 3.3996, 0.0480)  0.077
C (4.1401, -3.5283, 0.9739)  -0.040
H (4.1659, -3.5082, 2.0703)  0.094
H (5.0729, -3.0927, 0.5902)  0.098
H (4.1230, -4.5827, 0.6643)  0.127
C (2.8097, -3.0271, -1.1173)  -0.085
H (3.6353, -2.5452, -1.6522)  0.079
C (1.8347, 0.0978, 3.2674)  -0.132
H (1.8659, -2.6399, -1.5124)  0.058
H (2.8543, -4.1041, -1.3309)  0.118
C (1.6203, -2.3933, 3.1835)  -0.080
H (0.9010, -0.1038, 3.8104)  0.067
H (2.5142, 0.6170, 3.9512)  0.102
H (1.5480, 0.8270, 2.4893)  -0.011
C (2.4601, -1.1939, 2.7240)  -0.489
H (1.6038, -2.4087, 4.2824)  0.118
H (2.0165, -3.3636, 2.8671)  0.079
H (0.5890, -2.2923, 2.8154)  0.093
C (4.5140, 0.9182, 1.5471)  -0.081
H (3.7186, 1.6472, 1.3420)  0.062
H (5.4722, 1.4043, 1.3274)  0.117
H (4.4967, 0.6670, 2.6129)  0.087
C (4.5256, 0.0726, -0.8342)  -0.071
H (4.5117, -0.7865, -1.5121)  0.080
H (5.4649, 0.6202, -0.9667)  0.125
H (3.7267, 0.7738, -1.1585)  0.054
H (-1.7739, 0.2102, 3.3710)  0.163
H (-1.5171, 0.4148, -0.8568)  0.033
N (0.2132, 3.8021, 4.6205)  0.360
N (-0.8183, 3.0063, 4.1047)  -0.194
N (-1.9986, 2.9768, 4.8170)  0.176
C (-2.5374, 1.8590, 4.4366)  -0.054
N (-1.7518, 1.2140, 3.5240)  0.074
N (-0.5771, 1.9293, 3.3851)  0.085
H (0.7508, 4.1632, 3.8491)  0.146
H (-0.2199, 4.5447, 5.1736)  0.174
H (-3.4636, 1.4545, 4.8078)  0.164

Results
* HOMO energy (spin up / spin down): -19.1 / -21.1 eV
* LUMO level (spin up / spin down): -13.00 / -16.29 eV
* max |F|: 7.907 eV/Å
* frontier orbital gap (spin up / spin down): 6.10 / 4.82 eV
* 2S+1: 5
* energy: -56093.617 eV
* net charge: +4